Record 1
77
Properties=species:S:1:pos:R:3 method="wB97M-V/def2-TZVPD" s2=1.216 orbital_gap_ev="8.059 / 7.707" total_charge=0 homo_energy_ev="-8.1 / -7.2" multiplicity=2 max_force_ev_per_a=2.4
P -0.228 0.739 -0.391
C -1.871 0.221 -1.133
C -2.334 1.068 -2.325
C -3.769 0.690 -2.709
C -3.953 -0.815 -2.941
C -3.376 -1.672 -1.807
C -1.936 -1.277 -1.449
C 1.158 0.106 -1.473
C 1.044 0.504 -2.945
C 2.353 0.159 -3.669
C 2.760 -1.308 -3.487
C 2.730 -1.763 -2.022
C 1.410 -1.401 -1.331
C -0.165 2.595 -0.516
C -1.297 3.233 0.301
C -1.284 4.765 0.201
C 0.079 5.359 0.573
C 1.231 4.689 -0.181
C 1.197 3.156 -0.086
H -2.545 0.412 -0.273
H -1.659 0.900 -3.179
H -2.290 2.143 -2.095
H -4.055 1.242 -3.609
H -4.447 1.014 -1.906
H -5.017 -1.039 -3.068
H -3.457 -1.093 -3.882
H -4.007 -1.565 -0.913
H -3.399 -2.728 -2.093
H -1.573 -1.878 -0.600
H -1.282 -1.499 -2.308
H 2.034 0.617 -1.035
H 3.151 0.806 -3.280
H 0.820 1.576 -3.056
H 0.211 -0.048 -3.410
H 2.246 0.388 -4.734
H 3.762 -1.467 -3.901
H 2.075 -1.941 -4.068
H 2.892 -2.846 -1.960
H 3.555 -1.286 -1.474
H 1.436 -1.699 -0.273
H 0.585 -1.966 -1.789
H -0.312 2.824 -1.587
H -2.283 2.857 -0.010
H -1.182 2.925 1.352
H -1.539 5.056 -0.827
H -2.065 5.175 0.851
H 0.236 5.238 1.654
H 0.081 6.434 0.369
H 2.191 5.054 0.198
H 1.175 4.970 -1.241
H 2.009 2.742 -0.702
H 1.403 2.831 0.945
V 0.005 -0.111 2.176
Cl 2.182 0.429 1.747
Cl -2.105 0.638 2.421
C -0.395 -1.870 1.763
H -1.487 -2.014 1.603
C 0.328 -3.125 1.801
C 1.744 -3.144 1.862
C 2.434 -4.353 1.854
C 1.740 -5.567 1.800
C 0.336 -5.564 1.747
C -0.363 -4.368 1.738
H 2.287 -2.193 1.899
H 3.526 -4.350 1.892
H -0.211 -6.506 1.709
H -1.451 -4.347 1.673
H 2.285 -6.513 1.804
N 0.135 -0.981 5.067
C 0.577 -0.659 6.291
C 1.186 0.586 6.193
C 1.090 0.966 4.850
N 0.460 -0.014 4.148
H -0.340 -1.837 4.777
H 0.443 -1.309 7.135
H 1.650 1.151 6.982
H 1.450 1.856 4.360

---

Record 2
140
Properties=species:S:1:pos:R:3 method="wB97M-V/def2-TZVPD" orbital_gap_ev=8.363 total_charge=+3 homo_energy_ev=-15.7 max_force_ev_per_a=11.4
C 2.935 -1.531 3.092
C 3.640 -1.979 1.792
O 4.789 -2.221 1.764
N 2.826 -1.576 0.583
H 2.397 -2.396 0.178
H 1.972 -1.176 0.944
C 3.583 -0.652 -0.393
H 1.882 -1.811 3.114
H 2.998 -0.454 3.248
H 3.477 -2.087 3.857
H 3.232 -0.784 -1.416
H 4.664 -0.788 -0.346
H 3.475 0.290 0.145
C -0.735 -4.928 1.711
C -0.397 -3.608 2.355
O 0.455 -3.573 3.213
N -1.039 -2.299 1.805
H -0.422 -1.518 1.630
H -1.453 -2.501 0.906
C -2.241 -1.965 2.730
H 0.109 -5.617 1.670
H -1.189 -4.911 0.721
H -1.419 -5.313 2.468
H -2.966 -2.771 2.616
H -2.816 -1.152 2.289
H -2.004 -1.990 3.794
C 3.509 4.683 1.943
C 4.528 5.508 2.671
O 4.309 6.023 3.793
N 5.687 5.949 1.817
H 5.904 5.386 1.008
H 5.487 6.788 1.292
C 7.025 5.929 2.599
H 2.743 5.335 1.524
H 2.863 4.085 2.586
H 3.891 4.087 1.114
H 7.276 4.882 2.768
H 7.019 6.473 3.544
H 7.607 6.539 1.908
C 1.208 3.898 -3.154
C 1.346 5.264 -2.633
O 2.017 5.470 -1.631
N 0.662 6.397 -3.425
H 1.216 6.879 -4.119
H 0.027 5.931 -4.057
C -0.119 7.451 -2.537
H 0.159 3.679 -2.955
H 1.851 3.165 -2.666
H 1.429 3.804 -4.217
H -1.135 7.062 -2.473
H -0.191 8.373 -3.113
H 0.443 7.550 -1.608
C 0.885 -1.230 6.469
C 1.630 -2.553 6.633
O 2.732 -2.636 6.051
N 1.182 -3.665 7.565
H 1.975 -3.709 8.189
H 0.453 -3.288 8.154
C 0.697 -4.872 6.635
H 1.292 -0.677 5.622
H 0.969 -0.609 7.361
H -0.144 -1.470 6.202
H 1.512 -5.153 5.968
H -0.228 -4.653 6.103
H 0.510 -5.678 7.345
C -7.327 1.059 1.197
C -5.892 0.605 1.524
O -5.606 0.045 2.612
N -4.858 0.917 0.392
H -4.371 0.041 0.264
H -5.321 1.127 -0.480
C -3.924 2.030 0.765
H -7.577 0.840 0.159
H -7.391 2.147 1.242
H -8.025 0.740 1.970
H -3.352 1.984 1.692
H -4.418 3.001 0.808
H -3.241 1.839 -0.062
C -3.426 -3.915 -5.986
C -3.183 -3.992 -4.515
O -3.847 -4.688 -3.757
N -1.975 -3.167 -3.966
H -1.694 -2.440 -4.607
H -2.333 -2.676 -3.159
C -0.730 -4.017 -3.548
H -3.793 -4.874 -6.350
H -2.432 -3.789 -6.415
H -4.037 -3.075 -6.316
H -1.057 -4.841 -2.913
H -0.109 -3.285 -3.032
H -0.290 -4.313 -4.501
C -2.228 2.268 -3.419
C -3.096 1.689 -4.586
O -3.616 2.558 -5.326
N -3.567 0.232 -4.605
H -2.848 -0.438 -4.839
H -3.739 0.020 -3.633
C -4.809 0.051 -5.503
H -1.196 1.969 -3.601
H -2.498 1.884 -2.436
H -2.374 3.345 -3.503
H -4.576 0.109 -6.566
H -5.618 0.673 -5.120
H -5.048 -1.004 -5.374
P 3.278 2.361 5.536
F 3.166 2.121 3.899
F 2.545 3.755 5.160
F 1.823 1.705 5.814
F 3.415 2.878 7.078
F 4.060 0.932 6.089
F 4.705 3.033 5.204
P 2.581 -4.999 -0.806
F 3.725 -6.046 -1.232
F 2.078 -4.909 -2.382
F 1.464 -6.204 -0.612
F 1.512 -3.795 -0.511
F 2.938 -5.201 0.709
F 3.690 -3.860 -1.036
N 0.527 -0.412 1.399
S 0.340 0.965 1.998
O -0.975 1.575 2.088
O 1.478 1.876 1.785
F 0.532 0.475 3.550
S 0.118 0.218 -0.201
O 1.070 1.053 -0.908
O -1.352 0.286 -0.381
F 0.407 -1.256 -0.921
N -1.003 -1.061 -5.400
S -0.638 -1.260 -6.865
O -0.288 -2.580 -7.216
O -0.233 -0.162 -7.734
F -2.138 -1.397 -7.366
S 0.419 -0.187 -5.199
O 0.386 1.266 -5.425
O 1.633 -0.805 -5.517
F 0.425 -0.168 -3.558
N -3.051 -2.021 -1.077
O -3.248 -1.485 -2.149
O -3.716 -1.574 -0.158
O -2.228 -2.868 -0.911

---

Record 3
121
Properties=species:S:1:pos:R:3 method="wB97M-V/def2-TZVPD" s2=0.760 e_above_lowest_kj_mol=125.6 orbital_gap_ev="7.298 / 5.826" total_charge=+2 homo_energy_ev="-12.8 / -12.9" multiplicity=2 max_force_ev_per_a=1.7
Ti -1.136 1.799 -0.134
C -2.600 -2.447 3.061
C -1.890 -2.309 1.749
C -1.687 -3.333 0.893
C -1.049 -3.129 -0.369
N -0.462 -2.002 -0.642
N -0.581 -1.004 0.267
B 0.396 0.200 0.328
N 1.186 0.064 1.677
N 1.387 -1.170 2.145
C 2.082 -1.296 3.247
C 2.637 -0.162 3.890
C 2.445 1.093 3.398
C 2.986 2.326 4.058
C 1.645 1.174 2.226
S 1.136 2.662 1.525
C 2.230 -2.686 3.843
C 3.719 -2.999 4.058
C 1.497 -2.690 5.195
C 1.619 -3.743 2.926
N 1.557 0.205 -0.750
N 2.255 -0.945 -0.781
C 3.374 -0.980 -1.461
C 3.827 0.164 -2.159
C 3.145 1.338 -2.098
C 3.622 2.581 -2.789
C 1.959 1.340 -1.321
S 1.063 2.810 -1.099
C 4.216 -2.247 -1.357
C 3.324 -3.483 -1.265
C 5.035 -2.109 -0.061
C 5.163 -2.389 -2.553
C -1.398 -1.038 1.332
S -1.776 0.454 2.066
C -1.047 -4.231 -1.417
C -2.502 -4.652 -1.674
C -0.431 -3.742 -2.727
C -0.247 -5.427 -0.880
H -3.002 -3.451 3.182
H -3.415 -1.725 3.145
H -1.913 -2.240 3.885
H -2.053 -4.322 1.145
H 3.216 -0.295 4.796
H 3.724 2.068 4.814
H 2.181 2.883 4.544
H 3.443 2.995 3.328
H 4.215 -2.271 4.703
H 4.260 -3.041 3.110
H 3.814 -3.974 4.540
H 1.947 -1.995 5.909
H 1.545 -3.689 5.633
H 0.444 -2.422 5.076
H 2.082 -3.732 1.935
H 0.545 -3.591 2.795
H 1.775 -4.728 3.370
H 4.748 0.116 -2.726
H 4.523 2.377 -3.362
H 3.837 3.366 -2.062
H 2.858 2.973 -3.462
H 2.565 -3.377 -0.487
H 3.943 -4.353 -1.040
H 2.821 -3.670 -2.217
H 4.369 -1.996 0.798
H 5.704 -1.244 -0.098
H 5.646 -3.001 0.088
H 4.624 -2.347 -3.504
H 5.662 -3.357 -2.501
H 5.947 -1.630 -2.563
H -3.091 -3.815 -2.059
H -2.990 -5.030 -0.773
H -2.525 -5.450 -2.418
H -1.077 -3.006 -3.213
H -0.314 -4.588 -3.406
H 0.544 -3.282 -2.571
H -0.646 -5.803 0.065
H 0.802 -5.163 -0.726
H -0.289 -6.246 -1.600
C -1.291 3.753 3.290
C -1.627 4.254 1.925
C -1.964 5.560 1.608
C -2.231 5.581 0.249
C -2.676 6.721 -0.606
N -2.063 4.339 -0.224
N -1.676 3.498 0.808
B -2.779 3.710 -1.468
N -1.784 3.002 -2.444
N -1.337 1.719 -2.222
C -0.746 1.305 -3.342
C -0.133 -0.047 -3.491
C -0.809 2.319 -4.300
C -1.463 3.375 -3.699
C -1.824 4.713 -4.254
N -3.729 2.627 -0.936
N -3.228 1.426 -0.496
C -4.289 0.622 -0.347
C -4.203 -0.823 0.003
C -5.460 1.318 -0.643
C -5.068 2.589 -1.010
C -5.890 3.764 -1.426
H -2.074 4.068 3.980
H -0.354 4.193 3.635
H -1.201 2.672 3.338
H -2.013 6.395 2.290
H -2.495 7.659 -0.086
H -3.744 6.653 -0.823
H -2.145 6.742 -1.556
H -3.372 4.566 -2.051
H -0.233 -0.654 -2.594
H 0.927 0.033 -3.746
H -0.617 -0.579 -4.312
H -0.447 2.278 -5.316
H -1.309 4.865 -5.199
H -1.541 5.515 -3.572
H -2.897 4.792 -4.434
H -3.329 -1.291 -0.449
H -5.087 -1.334 -0.377
H -4.171 -0.970 1.082
H -6.466 0.933 -0.611
H -6.945 3.523 -1.328
H -5.699 4.041 -2.464
H -5.681 4.634 -0.803

---

Record 4
18
Properties=species:S:1:pos:R:3 method="wB97M-V/def2-TZVPD" e_above_lowest_kj_mol=0.0 orbital_gap_ev=8.484 total_charge=0 homo_energy_ev=-9.5 max_force_ev_per_a=5.1
N -2.015 1.106 -0.542
S -1.977 -0.144 0.559
O -0.671 -0.974 0.246
O -1.517 0.474 1.909
S -0.783 2.067 -0.711
O 0.411 1.751 0.148
O -1.145 3.479 -0.744
C -0.145 1.728 -2.431
F 0.465 0.558 -2.474
F -1.163 1.725 -3.276
F 0.706 2.681 -2.775
Cd 0.474 0.236 1.479
O 1.450 -1.379 1.985
H 1.696 -1.656 2.870
C 0.987 -2.669 1.063
H 1.008 -2.299 0.031
H 0.432 -3.285 1.781
H 1.787 -3.399 0.883

---

Record 5
28
Properties=species:S:1:pos:R:3 method="wB97M-V/def2-TZVPD" e_above_lowest_kj_mol=371.4 orbital_gap_ev="8.154 / 8.056" total_charge=0 homo_energy_ev="-8.4 / -8.3" max_force_ev_per_a=5.0
C -0.262 -1.564 -1.498
C 1.203 -1.685 -1.173
C 1.654 -2.587 0.052
C 2.113 -1.607 -2.329
C -2.033 1.649 -0.058
C -1.652 1.865 2.431
C 0.253 2.252 0.781
C -0.955 1.453 1.104
N 0.435 -0.436 -1.032
O -1.162 -1.205 1.258
S -0.193 -0.139 1.214
H -0.616 -1.522 -2.591
H -0.989 -1.957 -0.823
H 1.235 -2.336 0.971
H 2.817 -2.503 0.112
H 1.544 -3.722 -0.258
H 1.883 -0.686 -2.885
H 2.139 -2.516 -3.003
H 3.183 -1.439 -2.043
H -3.007 1.240 0.264
H -2.212 2.675 -0.157
H -1.724 1.209 -0.948
H -1.733 1.149 3.201
H -2.613 2.278 2.377
H -0.909 2.609 2.887
H 0.793 2.326 1.767
H 0.847 1.940 -0.106
H -0.038 3.262 0.483

---

Record 6
44
Properties=species:S:1:pos:R:3 method="wB97M-V/def2-TZVPD" e_above_lowest_kj_mol=10.0 orbital_gap_ev=9.210 total_charge=0 homo_energy_ev=-8.4 max_force_ev_per_a=0.8
C -3.857 -0.332 2.233
C -4.576 -0.364 0.882
C -5.755 0.616 0.951
C -6.505 0.705 -0.371
C -5.516 1.103 -1.456
C -4.374 0.097 -1.478
N -3.688 0.047 -0.201
C -2.449 -0.699 -0.319
C -1.277 0.241 -0.659
O -1.054 1.179 0.359
C -0.002 -0.577 -0.914
O 0.300 -1.288 0.270
C 1.494 -2.029 0.190
C 2.737 -1.174 0.122
C 2.810 0.004 0.857
C 3.940 0.798 0.811
C 5.013 0.405 0.029
Cl 6.435 1.387 -0.030
C 4.961 -0.767 -0.709
C 3.820 -1.548 -0.662
H -4.592 -0.329 3.035
H -3.263 0.576 2.299
H -3.212 -1.194 2.384
H -4.974 -1.384 0.701
H -6.433 0.299 1.746
H -5.361 1.601 1.205
H -7.314 1.435 -0.297
H -6.946 -0.265 -0.613
H -5.999 1.131 -2.435
H -5.112 2.092 -1.238
H -3.646 0.388 -2.240
H -4.773 -0.900 -1.753
H -2.202 -1.192 0.619
H -2.516 -1.479 -1.095
H -1.508 0.830 -1.551
H -0.845 0.680 1.159
H -0.152 -1.276 -1.750
H 0.823 0.102 -1.170
H 1.462 -2.710 -0.674
H 1.515 -2.633 1.105
H 1.966 0.302 1.460
H 3.990 1.714 1.378
H 5.803 -1.061 -1.316
H 3.775 -2.458 -1.242

---

In the order shown, the computed DFT total energy values come out to -92738.47008; -186589.93934; -119392.66348; -48249.38438; -22940.29048; -35088.87316 eV.